Entry 1:
Density functional theory data (ωB97M-V/def2-TZVPD) for a structure of composition C2H7ClSi2.

The total energy is -30464.44507 eV. The spin multiplicity is 1. Its LUMO energy is 0.40 eV. The HOMO-LUMO gap is 9.3 eV. The calculation puts the maximum force at 0.0948 Eh/bohr.

Last column: natural (NBO) charge in e.
Element x y z (Å)
Cl 1.238 1.384 -2.278  -0.385
Si 0.162 -0.090 -1.374  1.314
Si -0.039 0.076 1.586  1.069
C 1.154 -0.744 0.315  -1.293
C -1.240 0.627 -0.346  -1.276
H -2.275 0.075 -0.351  0.254
H 0.954 -1.950 0.336  0.262
H 0.129 1.455 2.167  -0.141
H -0.530 -0.963 2.405  -0.175
H 2.247 -0.568 0.317  0.258
H -0.351 -1.060 -2.563  -0.148
H -1.449 1.759 -0.213  0.261

=====

Entry 2:
Density functional theory data (ωB97M-V/def2-TZVPD) for a cluster of 2 separate species, C2H7ISi in total.

The total energy is -18160.91156 eV. The spin multiplicity is 1. Its LUMO energy (spin up / spin down) is -0.18 / -0.25 eV. The HOMO-LUMO gap (spin up / spin down) is 8.5 / 8.1 eV. The calculation puts the maximum force at 0.0771 Eh/bohr.

Last column: natural (NBO) charge in e.
Element x y z (Å)
I -2.023 -2.437 -0.871  0.139
Si 0.255 1.625 0.505  0.854
C 0.470 0.496 -0.940  -0.700
C -0.279 -1.880 0.243  -0.531
H -0.121 2.958 0.372  -0.170
H -0.302 0.722 -1.652  0.186
H -0.890 0.876 1.038  -0.174
H 0.667 -2.279 -0.103  0.182
H 1.194 -0.049 -1.347  0.179
H -0.375 -1.544 1.329  0.207
H 1.403 1.512 1.428  -0.171

=====

Entry 3:
Density functional theory data (ωB97M-V/def2-TZVPD) for the ion C2H7N with charge -1.

The total energy is -3675.24350 eV. The net charge is -1. The spin multiplicity is 2. Its LUMO energy (spin up / spin down) is 4.69 / 5.11 eV. The HOMO-LUMO gap (spin up / spin down) is 3.1 / 9.6 eV. The calculation puts the maximum force at 0.0239 Eh/bohr. The expectation value of S² is 0.750.

Last column: Mulliken spin population.
Element x y z (Å)
N -0.369 -0.537 0.263  -0.780
C 0.231 0.491 1.116  2.251
C -0.036 -0.437 -1.146  2.829
H 0.993 -0.083 -1.347  -0.455
H -1.376 -0.529 0.340  -0.135
H -0.705 0.274 -1.643  -0.603
H 0.129 -1.412 -1.594  -0.767
H -0.055 1.515 0.840  -0.367
H 1.307 0.335 1.030  -0.504
H -0.119 0.383 2.141  -0.469

=====

Entry 4:
Density functional theory data (ωB97M-V/def2-TZVPD) for a structure of composition C2H7N.

The total energy is -3674.46284 eV. The spin multiplicity is 1. Its LUMO energy is 1.04 eV. The HOMO-LUMO gap is 10.7 eV. The calculation puts the maximum force at 0.1235 Eh/bohr.

Last column: natural (NBO) charge in e.
Element x y z (Å)
N -1.162 -0.309 1.186  -0.795
C -0.248 -0.592 0.022  -0.370
C 0.687 0.556 -0.593  -0.631
H 1.013 0.214 -1.569  0.215
H -1.298 0.191 0.156  0.406
H 0.244 1.548 -0.692  0.206
H -0.578 -1.222 -0.816  0.217
H 1.565 0.610 0.058  0.211
H 0.448 -1.330 0.440  0.198
H -0.671 0.333 1.808  0.343

=====

Entry 5:
Density functional theory data (ωB97M-V/def2-TZVPD) for the ion C2H7N2 with charge +1.

The total energy is -5159.25784 eV. The net charge is +1. The spin multiplicity is 1. Its LUMO energy is -3.39 eV. The HOMO-LUMO gap is 11.5 eV. The calculation puts the maximum force at 0.0622 Eh/bohr.

Last column: natural (NBO) charge in e.
Element x y z (Å)
N 1.573 0.057 0.132  -0.833
N -0.734 0.673 0.037  -0.558
C 0.371 -0.247 -0.552  0.154
C -0.843 -0.799 0.089  -0.258
H -1.467 1.128 -0.456  0.427
H 0.301 -0.251 -1.643  0.256
H -1.030 -1.227 1.115  0.274
H 1.847 -0.289 1.043  0.430
H 2.249 0.349 -0.573  0.420
H -1.619 -1.161 -0.763  0.259
H -0.666 1.093 0.900  0.427

=====

Entry 6:
Density functional theory data (ωB97M-V/def2-TZVPD) for the ion C2H7N2O with charge -1.

The total energy is -7211.66048 eV. The net charge is -1. The spin multiplicity is 1. Its LUMO energy is 4.19 eV. The HOMO-LUMO gap is 5.3 eV. The calculation puts the maximum force at 0.0656 Eh/bohr.

Last column: natural (NBO) charge in e.
Element x y z (Å)
O 2.513 0.878 -0.027  -0.801
N 0.632 -0.763 0.069  -0.573
N 2.165 -0.410 0.043  -0.216
C -0.244 0.265 -0.346  -0.223
C -1.656 0.148 0.294  -0.624
H 0.134 1.221 -0.009  0.185
H -2.220 0.950 -0.224  0.196
H 2.419 -0.952 -0.861  0.230
H -0.414 0.415 -1.479  0.143
H -2.054 -0.861 0.089  0.183
H 0.436 -0.919 1.126  0.307
H -1.711 0.029 1.325  0.192

=====

Entry 7:
Density functional theory data (ωB97M-V/def2-TZVPD) for a structure of composition C2H7N2O.

The total energy is -7206.69046 eV. The net charge is +1. The spin multiplicity is 1. Its LUMO energy is -3.27 eV. The HOMO-LUMO gap is 12.4 eV. The calculation puts the maximum force at 0.0501 Eh/bohr.

Last column: natural (NBO) charge in e.
Element x y z (Å)
O 1.053 -0.097 1.880  -0.368
N 0.501 -0.407 -0.405  -0.718
N -1.457 1.053 -0.969  -1.026
C 1.147 -0.566 0.695  0.647
C 1.962 -1.300 1.668  -0.147
H -0.419 0.306 -0.515  0.429
H 0.687 -1.054 -1.139  0.422
H -1.540 2.003 -0.584  0.418
H 3.032 -1.157 1.990  0.263
H -2.350 0.443 -0.904  0.426
H 1.597 -2.368 1.967  0.245
H -1.296 1.327 -1.949  0.408

=====

Entry 8:
Density functional theory data (ωB97M-V/def2-TZVPD) for the ion C2H7N2O with charge +1.

The total energy is -7207.09841 eV. The net charge is +1. The spin multiplicity is 1. Its LUMO energy is -4.36 eV. The HOMO-LUMO gap is 10.7 eV. The calculation puts the maximum force at 0.0885 Eh/bohr.

Last column: natural (NBO) charge in e.
Element x y z (Å)
O -1.713 -0.288 -0.892  -0.636
N -0.800 -0.160 1.267  -0.837
N 0.783 0.024 -0.689  -0.498
C 1.408 0.925 -0.140  0.089
C -0.699 -0.664 -0.022  0.464
H -0.014 -0.321 1.898  0.402
H -1.672 -0.863 -1.648  0.499
H 2.268 1.473 -0.602  0.234
H 0.945 -0.379 -1.670  0.436
H 1.218 1.276 0.922  0.220
H -0.425 -1.698 -0.032  0.192
H -1.300 0.674 1.608  0.434

=====

Entry 9:
Density functional theory data (ωB97M-V/def2-TZVPD) for a cluster of 2 separate species, C2H7N2O in total.

The total energy is -7207.29745 eV. The net charge is +1. The spin multiplicity is 1. Its LUMO energy is -4.48 eV. The HOMO-LUMO gap is 10.8 eV. The calculation puts the maximum force at 0.0653 Eh/bohr.

Last column: natural (NBO) charge in e.
Element x y z (Å)
O -0.427 0.573 -0.836  -0.580
N -1.860 -0.430 0.566  -0.765
N 2.198 -0.044 -0.457  -0.643
C -1.541 0.205 -0.527  0.546
C 1.226 0.174 0.404  0.148
H -2.355 0.745 -1.064  0.186
H -1.317 -0.827 1.306  0.414
H 2.284 -0.993 -0.899  0.428
H 1.252 -0.612 1.085  0.209
H 1.066 1.184 0.732  0.234
H -2.803 -0.645 0.776  0.420
H 2.276 0.671 -1.085  0.404

=====

Entry 10:
Density functional theory data (ωB97M-V/def2-TZVPD) for a cluster of 2 separate species, C2H7N2O in total.

The total energy is -7203.35336 eV. The net charge is +1. The spin multiplicity is 1. Its LUMO energy is -5.23 eV. The HOMO-LUMO gap is 7.7 eV. The calculation puts the maximum force at 0.1317 Eh/bohr.

Last column: natural (NBO) charge in e.
Element x y z (Å)
O -0.330 1.313 0.754  -0.310
N 2.292 -0.919 -0.018  -0.617
N -1.382 1.381 0.326  0.210
C 1.436 -0.063 -0.262  0.113
C -2.135 0.200 -0.034  -0.553
H 0.915 0.098 -1.435  0.270
H 1.435 0.769 0.445  0.253
H 2.360 -1.869 -0.476  0.461
H -2.752 0.552 -0.873  0.252
H -2.819 0.145 0.855  0.272
H 2.651 -0.763 0.955  0.448
H -1.670 -0.844 -0.238  0.200

=====

Entry 11:
Density functional theory data (ωB97M-V/def2-TZVPD) for a structure of composition C2H7N2O2.

The total energy is -9250.13776 eV. The net charge is +1. The spin multiplicity is 1. Its LUMO energy is -6.00 eV. The HOMO-LUMO gap is 9.0 eV. The calculation puts the maximum force at 0.0883 Eh/bohr.

Last column: natural (NBO) charge in e.
Element x y z (Å)
O -0.042 -1.297 -1.040  -0.498
O 2.363 0.622 0.268  -0.079
N 1.797 -0.364 0.388  0.421
N 0.056 -0.279 -0.140  0.065
C -0.110 1.092 -0.931  -0.401
C -0.580 -0.415 1.142  -0.476
H -1.576 -0.638 0.841  0.238
H -0.525 -2.037 -0.631  0.500
H -0.270 1.808 -0.226  0.220
H -0.876 0.781 -1.537  0.241
H -0.716 0.478 1.550  0.244
H -0.221 -1.211 1.872  0.268
H 0.700 1.460 -1.557  0.255

=====

Entry 12:
Density functional theory data (ωB97M-V/def2-TZVPD) for a structure of composition C2H7N2O2.

The total energy is -9249.53345 eV. The net charge is +1. The spin multiplicity is 1. Its LUMO energy (spin up / spin down) is -5.47 / -5.47 eV. The HOMO-LUMO gap (spin up / spin down) is 9.6 / 9.6 eV. The calculation puts the maximum force at 0.0783 Eh/bohr.

Last column: natural (NBO) charge in e.
Element x y z (Å)
O -1.626 -0.026 0.629  -0.468
O 1.641 -0.014 -0.314  -0.298
N -0.384 -0.496 0.297  0.136
N 0.493 0.429 -0.209  0.328
C 0.476 2.216 -0.668  -0.193
C -0.063 -1.857 0.474  -0.496
H 0.778 -2.049 -0.184  0.274
H 0.470 2.794 0.195  0.231
H -2.224 -0.768 0.379  0.502
H 1.399 2.094 -1.098  0.234
H -0.401 2.355 -1.210  0.229
H -0.886 -2.617 0.263  0.261
H 0.326 -2.063 1.445  0.259

=====

Entry 13:
Density functional theory data (ωB97M-V/def2-TZVPD) for a cluster of 2 separate species, C2H7N2O2P in total.

The total energy is -18550.85841 eV. The spin multiplicity is 1. Its LUMO energy is 0.82 eV. The HOMO-LUMO gap is 9.6 eV. The calculation puts the maximum force at 0.0954 Eh/bohr.

Last column: natural (NBO) charge in e.
Element x y z (Å)
P -1.186 -1.590 -1.262  1.358
O 0.191 -2.129 -0.498  -1.016
O 2.832 0.467 1.918  -0.458
N -0.497 -0.029 -1.620  -1.172
N -2.075 -1.036 -0.015  -1.204
C 2.183 1.360 1.558  0.697
C 1.234 2.160 1.352  -0.780
H -0.068 -0.312 -2.553  0.357
H 0.776 2.686 2.251  0.271
H 0.944 -2.419 -0.975  0.496
H -0.990 0.802 -1.770  0.385
H 0.903 2.388 0.339  0.267
H -2.717 -1.723 0.458  0.396
H -1.531 -0.625 0.818  0.402

=====

Entry 14:
Density functional theory data (ωB97M-V/def2-TZVPD) for a cluster of 2 separate species, C2H7N2OP in total.

The total energy is -16501.57201 eV. The spin multiplicity is 1. Its LUMO energy (spin up / spin down) is 0.02 / 0.17 eV. The HOMO-LUMO gap (spin up / spin down) is 8.7 / 7.7 eV. The calculation puts the maximum force at 0.0917 Eh/bohr.

Last column: natural (NBO) charge in e.
Element x y z (Å)
P 0.362 -0.564 -0.030  1.897
O 0.237 -1.917 -0.513  -1.042
N -2.151 0.401 0.204  -0.428
N 1.163 -0.377 1.505  -1.154
C 1.183 0.918 -0.790  -0.976
C -2.859 -0.408 -0.395  -0.178
H -3.851 -0.069 -0.558  0.176
H 0.675 1.242 -1.717  0.254
H 1.217 -0.930 2.319  0.409
H 2.155 0.689 -1.234  0.252
H -2.441 -1.223 -0.926  0.187
H 1.040 0.538 1.734  0.370
H 1.297 1.610 -0.056  0.234

=====

Entry 15:
Density functional theory data (ωB97M-V/def2-TZVPD) for the molecule C2H7N2OPS.

The total energy is -27339.10361 eV. The spin multiplicity is 1. Its LUMO energy is -0.72 eV. The HOMO-LUMO gap is 8.5 eV. The calculation puts the maximum force at 0.0669 Eh/bohr.

Last column: natural (NBO) charge in e.
Element x y z (Å)
S 3.749 0.664 1.318  0.119
P -1.406 -0.617 0.155  1.998
O -2.200 -1.869 0.401  -1.091
N -1.705 0.112 -1.336  -1.203
N 0.240 -0.808 0.492  -0.973
C 1.206 0.240 0.252  -0.315
C 2.546 -0.253 0.776  -0.283
H -1.526 -0.661 -1.969  0.391
H 0.965 0.552 -0.748  0.235
H 0.801 1.087 0.818  0.214
H 2.713 -1.342 0.824  0.197
H -2.544 0.533 -1.689  0.424
H -1.755 0.383 1.183  -0.128
H 0.633 -1.708 0.655  0.415

=====

Entry 16:
Density functional theory data (ωB97M-V/def2-TZVPD) for the ion C2H7N2S with charge +1.

The total energy is -15994.58140 eV. The net charge is +1. The spin multiplicity is 1. Its LUMO energy is -4.82 eV. The HOMO-LUMO gap is 9.1 eV. The calculation puts the maximum force at 0.1399 Eh/bohr.

Last column: natural (NBO) charge in e.
Element x y z (Å)
S 2.331 0.181 -0.325  0.099
N -0.710 1.218 -0.439  -0.831
N -0.857 -1.308 -0.717  -0.665
C -0.267 -0.352 -0.106  0.603
C 0.876 -0.513 0.719  -0.650
H 1.185 -1.621 0.834  0.275
H 0.960 -0.118 1.727  0.300
H -0.625 -2.254 -0.439  0.445
H -0.075 1.703 0.271  0.409
H -1.647 -1.052 -1.292  0.446
H 1.889 1.442 -0.058  0.124
H -1.677 1.514 -0.719  0.444

=====

Entry 17:
Density functional theory data (ωB97M-V/def2-TZVPD) for the ion C2H7N2S2 with charge +1.

The total energy is -26830.27063 eV. The net charge is +1. The spin multiplicity is 1. Its LUMO energy is -4.84 eV. The HOMO-LUMO gap is 8.1 eV. The calculation puts the maximum force at 0.0747 Eh/bohr.

Last column: natural (NBO) charge in e.
Element x y z (Å)
S -1.020 2.560 -0.669  -0.044
S -1.429 0.960 0.361  -0.041
N 1.437 0.685 -0.484  -0.758
N -0.514 -2.198 0.370  -0.635
C 0.543 -0.046 0.261  -0.086
C -0.165 -1.175 -0.302  0.213
H 0.866 -0.061 1.258  0.239
H 2.087 1.269 0.051  0.416
H 1.117 1.063 -1.286  0.390
H -1.096 -2.827 -0.138  0.426
H -0.292 -2.512 1.313  0.444
H -0.805 3.352 0.536  0.177
H -0.729 -1.069 -1.271  0.259

=====

Entry 18:
Density functional theory data (ωB97M-V/def2-TZVPD) for the molecule C2H7N3.

The total energy is -6655.85847 eV. The spin multiplicity is 1. Its LUMO energy is 0.81 eV. The HOMO-LUMO gap is 9.5 eV. The calculation puts the maximum force at 0.0706 Eh/bohr.

Last column: natural (NBO) charge in e.
Element x y z (Å)
N 0.578 -1.153 0.399  -0.659
N 0.063 -0.020 -0.074  -0.314
N -2.154 -0.808 0.357  -0.693
C 0.893 1.036 -0.497  -0.416
C -1.331 0.043 0.013  0.284
H -1.744 -1.710 0.556  0.347
H 1.170 -1.553 -0.357  0.356
H 1.363 0.714 -1.433  0.195
H -1.608 1.098 0.051  0.143
H 0.945 -0.974 1.315  0.355
H 0.288 1.910 -0.708  0.213
H 1.536 1.419 0.377  0.188

=====

Entry 19:
Density functional theory data (ωB97M-V/def2-TZVPD) for the molecule C2H7N3.

The total energy is -6654.86832 eV. The spin multiplicity is 1. Its LUMO energy is 0.70 eV. The HOMO-LUMO gap is 9.2 eV. The calculation puts the maximum force at 0.1499 Eh/bohr.

Last column: natural (NBO) charge in e.
Element x y z (Å)
N 0.725 -0.892 -0.054  -0.458
N 2.054 -0.424 0.029  -0.580
N -1.531 -1.354 0.014  -0.777
C -0.687 1.043 -0.020  -0.702
C -0.486 -0.496 0.201  0.431
H -0.266 1.548 0.898  0.207
H -0.237 1.510 -0.851  0.220
H 1.738 0.243 0.840  0.349
H -1.689 1.426 -0.052  0.231
H 0.593 -1.959 0.002  0.390
H -2.386 -0.819 -0.270  0.343
H 2.171 0.175 -0.738  0.346

=====

Entry 20:
Density functional theory data (ωB97M-V/def2-TZVPD) for the molecule C2H7N3.

The total energy is -6657.41909 eV. The spin multiplicity is 1. Its LUMO energy is 1.14 eV. The HOMO-LUMO gap is 10.1 eV. The calculation puts the maximum force at 0.0440 Eh/bohr.

Last column: natural (NBO) charge in e.
Element x y z (Å)
N -0.264 0.477 0.413  -0.496
N 2.097 -0.091 0.568  -0.818
N -2.271 -0.647 -0.047  -0.837
C 1.147 0.735 -0.117  -0.069
C -0.925 -0.284 -0.353  0.260
H 1.961 0.055 1.567  0.357
H -2.623 -0.212 0.801  0.385
H -0.606 -0.726 -1.310  0.144
H 1.221 0.589 -1.199  0.161
H -2.938 -0.624 -0.810  0.381
H 1.835 -1.061 0.410  0.347
H 1.366 1.789 0.079  0.184